12
Properties=species:S:1:pos:R:3:forces:R:3:mulliken_charge:R:1 method="wB97M-V/def2-TZVPD" spin_multiplicity=1 relative_energy_ev=3.177 smiles=Nc1cc(O)co1 total_charge=0 homo_ev=-7.51 molar_mass_da=99.1 homo_lumo_gap_ev=8.37
N 0.362 1.661 1.366 -0.17 -0.37 0.00 -0.437
C 0.134 0.433 0.885 0.22 -0.20 -0.69 0.514
C 0.575 0.271 -0.424 0.02 -1.38 -0.05 -0.721
C -0.257 -0.794 -0.883 0.08 -0.68 0.22 0.819
O -0.286 -1.272 -2.149 0.02 -0.18 -0.15 -0.520
C -0.970 -1.263 0.162 -0.33 -0.30 -0.22 -0.861
O -0.697 -0.491 1.319 -0.30 0.32 -0.28 -0.379
H 0.318 1.907 2.360 0.54 0.34 -1.02 0.231
H 0.700 1.935 0.391 0.21 2.10 2.53 0.296
H 1.646 0.291 -0.601 -0.16 0.53 -0.45 0.277
H 0.158 -0.631 -2.718 -0.06 -0.12 0.11 0.331
H -1.685 -2.049 0.292 -0.07 -0.06 0.01 0.451

---

12
Properties=species:S:1:pos:R:3:forces:R:3:mulliken_charge:R:1 method="wB97M-V/def2-TZVPD" spin_multiplicity=1 relative_energy_ev=2.269 smiles="C=NCNC=O" total_charge=0 homo_ev=-9.80 molar_mass_da=86.1 homo_lumo_gap_ev=10.35
C -2.084 -0.455 -0.881 -0.16 -0.34 -0.35 -0.335
N -0.853 -0.498 -1.205 -0.65 0.73 -0.09 -0.451
C -0.133 0.250 -0.195 0.00 0.43 0.15 -0.196
N 0.991 -0.404 0.419 0.17 0.13 0.22 -0.162
C 2.080 0.292 0.876 -0.12 -0.19 0.01 0.126
O 2.984 -0.178 1.531 -0.33 0.10 -0.29 -0.547
H -0.960 0.683 0.417 1.14 -0.34 1.01 0.295
H -2.855 -0.420 -1.639 -0.20 -1.00 -0.21 0.268
H -2.410 -0.380 0.173 0.00 0.53 -0.43 0.297
H 0.231 1.140 -0.712 0.27 -0.08 -0.10 0.225
H 0.964 -1.393 0.638 -0.16 0.20 0.03 0.248
H 2.046 1.361 0.578 0.03 -0.18 0.05 0.231

---

97
Properties=species:S:1:pos:R:3:forces:R:3:mulliken_charge:R:1 method="wB97M-V/def2-TZVPD" spin_multiplicity=1 relative_energy_ev=0.121 total_charge=-2 homo_ev=-2.28 molar_mass_da=1098.1 homo_lumo_gap_ev=6.05
Pb 0.042 0.888 -1.335 -0.17 -0.18 0.59 2.087
C 2.960 -3.943 1.394 0.01 0.11 0.00 -0.962
N 1.787 -3.142 1.108 -0.03 -0.09 0.01 0.331
C 0.780 -2.875 1.995 -0.01 0.05 -0.05 -0.969
C -0.047 -1.976 1.378 -0.01 -0.05 0.03 -0.377
N 0.439 -1.678 0.142 0.03 0.06 0.01 0.501
C 1.542 -2.380 0.003 -0.01 0.04 -0.06 -0.005
P 2.635 -2.343 -1.445 0.00 -0.04 0.05 -0.662
C 1.405 -2.143 -2.771 -0.04 -0.11 0.13 -0.294
N 0.366 -1.336 -2.793 0.05 0.14 -0.11 0.604
C -0.332 -1.611 -3.930 -0.09 0.00 0.08 -0.748
C 0.294 -2.611 -4.614 0.01 -0.01 0.01 -0.793
N 1.397 -2.950 -3.874 0.11 0.03 -0.06 0.277
C 2.363 -3.959 -4.250 -0.02 -0.05 0.02 -0.986
C 3.284 -0.653 -1.338 -0.12 -0.02 -0.19 0.326
N 2.692 0.438 -1.787 0.04 0.10 0.05 -0.240
C 3.545 1.473 -1.517 0.02 -0.04 -0.05 -0.892
C 4.669 0.987 -0.914 -0.04 0.13 0.03 -0.605
N 4.501 -0.366 -0.819 0.13 -0.11 0.03 0.400
C 5.401 -1.285 -0.151 -0.04 -0.02 0.03 -0.844
H 2.659 -4.842 1.932 0.02 0.02 0.01 0.390
H 3.432 -4.236 0.458 -0.02 -0.01 -0.01 0.327
H 3.671 -3.370 1.992 -0.01 0.03 0.07 0.239
H 0.755 -3.326 2.972 0.01 0.00 0.00 0.452
H -0.945 -1.510 1.750 0.03 0.01 -0.01 0.220
H -1.238 -1.082 -4.171 0.02 0.02 -0.01 0.515
H 0.071 -3.090 -5.551 -0.01 -0.01 0.01 0.428
H 2.538 -3.906 -5.324 0.00 0.00 0.00 0.372
H 3.301 -3.781 -3.731 -0.01 0.01 0.01 0.327
H 2.009 -4.960 -3.996 -0.01 0.00 0.00 0.277
H 3.275 2.488 -1.751 -0.02 0.03 0.01 0.687
H 5.541 1.479 -0.520 0.01 -0.02 0.00 0.459
H 6.411 -0.881 -0.202 -0.02 -0.01 0.02 0.365
H 5.108 -1.417 0.890 -0.04 0.06 0.11 0.201
H 5.381 -2.248 -0.661 0.00 0.03 0.00 0.333
O -3.008 -1.639 -1.674 0.02 0.04 0.01 -0.820
C -3.059 -0.814 -0.761 -0.02 -0.16 -0.10 -0.256
O -2.274 0.158 -0.535 0.16 0.05 -0.01 -0.276
C -4.212 -0.908 0.238 -0.03 0.05 -0.05 0.138
C -5.328 -1.647 -0.136 -0.01 -0.01 0.03 -0.698
C -6.448 -1.710 0.676 0.00 0.00 -0.02 -0.519
C -6.446 -1.033 1.887 -0.01 0.01 0.02 -0.687
C -5.330 -0.305 2.274 0.05 0.00 0.08 -0.854
C -4.196 -0.223 1.463 -0.01 0.05 -0.11 0.321
P -2.669 0.697 1.955 0.03 0.09 0.03 2.062
C -2.911 2.343 1.189 -0.01 -0.02 0.01 0.273
C -1.972 3.330 1.483 0.06 -0.04 -0.03 0.317
C -2.054 4.586 0.900 -0.03 0.03 0.00 -0.628
C -3.077 4.867 0.006 0.06 0.02 0.04 -0.688
C -4.010 3.888 -0.301 -0.05 -0.02 0.00 -0.709
C -3.928 2.634 0.286 -0.06 0.00 0.06 -0.608
C -3.095 1.108 3.719 -0.10 -0.15 -0.04 -0.123
C -3.623 2.306 4.192 -0.05 0.03 -0.03 -0.258
C -3.863 2.495 5.548 0.03 0.02 0.01 -0.641
C -3.590 1.484 6.458 0.00 -0.02 -0.02 -0.472
C -3.063 0.282 6.003 -0.02 0.01 -0.01 -0.664
C -2.808 0.107 4.651 0.03 0.03 0.02 -0.251
H -5.285 -2.157 -1.090 0.02 -0.01 0.00 0.498
H -7.320 -2.274 0.365 0.01 -0.01 0.00 0.359
H -7.317 -1.059 2.532 0.01 -0.01 0.00 0.404
H -5.352 0.209 3.226 0.03 0.03 0.00 0.374
H -1.143 3.097 2.144 0.02 0.02 -0.04 -0.080
H -1.297 5.329 1.111 0.10 0.02 -0.03 0.390
H -3.121 5.835 -0.477 0.01 0.00 0.00 0.346
H -4.796 4.094 -1.017 0.00 -0.01 -0.01 0.361
H -4.649 1.870 0.023 0.00 0.00 -0.01 0.362
H -3.849 3.103 3.493 0.01 0.00 -0.01 0.388
H -4.266 3.441 5.894 -0.01 0.00 0.00 0.378
H -3.777 1.634 7.515 0.00 0.00 0.00 0.341
H -2.839 -0.514 6.703 0.02 0.01 0.00 0.373
H -2.368 -0.822 4.303 0.00 0.00 0.00 0.323
O 0.963 1.135 1.481 0.12 -0.04 -0.31 0.290
C 1.749 0.671 2.290 -0.06 -0.03 0.17 -0.346
N 2.780 -0.211 2.083 -0.06 0.09 -0.06 0.266
C 3.347 -0.489 3.282 0.21 -0.21 0.01 -0.531
O 4.288 -1.261 3.503 -0.13 0.02 -0.18 -0.855
C 2.657 0.290 4.383 0.09 0.00 0.02 0.153
C 2.878 0.380 5.740 -0.02 -0.02 0.04 -0.508
C 2.060 1.247 6.469 0.02 -0.04 -0.02 -0.515
C 1.060 1.983 5.840 -0.02 0.01 -0.04 -0.857
C 0.847 1.874 4.465 -0.09 -0.02 0.04 0.405
C 1.666 1.017 3.763 0.02 0.05 -0.03 0.264
H 3.657 -0.204 6.215 0.01 0.02 0.00 0.486
H 2.206 1.352 7.538 -0.01 0.00 0.01 0.367
H 0.438 2.649 6.426 -0.01 -0.01 0.01 0.470
H 0.063 2.431 3.968 0.02 0.01 0.01 0.396
S -1.616 2.029 -6.158 -0.03 0.00 -0.06 -0.520
C -1.103 1.734 -4.632 0.08 -0.09 0.03 0.518
N -0.726 1.487 -3.554 -0.10 0.13 -0.20 -1.268
C 3.413 4.074 1.385 -0.03 -0.04 0.09 -0.985
O 2.535 3.702 0.337 -0.02 0.02 -0.02 0.006
C 1.659 4.598 -0.171 0.09 -0.09 -0.05 0.078
S 1.610 6.175 0.411 -0.05 -0.06 0.03 -0.437
S 0.725 3.958 -1.433 -0.09 0.12 -0.08 -0.292
H 4.009 3.182 1.577 -0.01 0.00 0.02 0.173
H 2.859 4.358 2.280 -0.01 0.00 0.00 0.363
H 4.046 4.914 1.093 -0.01 0.00 -0.02 0.360

---

9
Properties=species:S:1:pos:R:3:forces:R:3:mulliken_charge:R:1 method="wB97M-V/def2-TZVPD" spin_multiplicity=1 relative_energy_ev=0.929 total_charge=0 homo_ev=-9.95 molar_mass_da=243.9 homo_lumo_gap_ev=10.10
C -0.955 -0.052 -0.601 -4.15 -1.98 -0.11 0.673
C -2.621 -0.974 0.015 3.39 2.56 -1.10 0.218
O -0.064 -0.201 0.348 0.70 0.08 0.65 -0.430
F -0.649 -0.660 -1.768 0.25 0.09 0.22 -0.252
F -1.286 1.211 -0.911 0.40 0.00 0.26 -0.241
F -2.813 -2.011 -0.771 -0.13 -0.23 -0.16 -0.205
F -2.367 -1.382 1.244 -0.15 -0.23 0.31 -0.197
I -4.202 0.456 -0.057 -0.07 -0.28 0.04 0.109
H 0.803 0.181 0.129 -0.23 -0.01 -0.12 0.326